{"formula": "C5H11NO2", "method": "wB97M-V/def2-TZVPD", "symbols": ["C", "C", "C", "C", "N", "C", "O", "O", "H", "H", "H", "H", "H", "H", "H", "H", "H", "H", "H"], "xyz": [[-0.81, 0.84, 0.36], [0.95, -0.15, 1.21], [-1.28, -1.55, -0.44], [-0.61, -0.22, -0.66], [1.88, 0.62, 0.39], [0.13, 0.06, -1.77], [-0.33, 2.01, 0.23], [-1.85, 0.62, 1.21], [1.36, 1.66, 0.36], [-2.17, 1.49, 1.48], [1.66, 0.32, -0.62], [2.87, 0.50, 0.60], [1.17, -1.21, 1.23], [0.82, 0.30, 2.19], [-0.78, -2.33, -1.02], [-1.27, -1.85, 0.61], [-2.32, -1.50, -0.76], [0.27, -0.70, -2.53], [0.29, 1.09, -2.06]], "homo_ev": [-7.447, -7.448], "e_above_lowest_kj_mol": 351.19, "e_lumo_ev": [0.796, 0.796]}

---

{"formula": "C4H13O4", "method": "wB97M-V/def2-TZVPD", "symbols": ["C", "C", "C", "O", "C", "O", "H", "H", "H", "H", "H", "H", "H", "H", "H", "H", "H", "O", "H", "H", "O"], "xyz": [[0.90, -0.72, 0.70], [0.24, 0.28, 1.73], [-0.17, 1.64, 1.08], [0.25, 1.78, -0.28], [0.18, -2.15, 0.55], [0.45, -2.49, -0.78], [1.00, -0.25, -0.23], [1.86, -1.12, 1.01], [1.05, 0.30, 2.51], [-0.55, -0.25, 2.30], [-1.22, 1.51, 0.95], [-0.04, 2.58, 1.64], [-0.83, -2.07, 0.87], [0.63, -2.85, 1.26], [0.20, -1.57, -1.41], [0.02, 0.91, -0.98], [0.52, -0.30, -2.71], [-0.03, -0.39, -1.96], [-1.57, 1.21, -2.64], [-1.07, 1.96, -1.48], [-1.84, 1.97, -2.13]], "charge": -1, "homo_ev": -4.607, "e_above_lowest_kj_mol": 200.29, "e_lumo_ev": 4.031}

---

{"formula": "C8H13ClOSi", "method": "wB97M-V/def2-TZVPD", "symbols": ["C", "C", "C", "C", "C", "C", "C", "C", "O", "Si", "Cl", "H", "H", "H", "H", "H", "H", "H", "H", "H", "H", "H", "H", "H"], "xyz": [[-2.65, -1.17, 0.29], [-2.23, -1.20, -0.99], [-1.43, 0.73, 0.03], [-0.31, -1.25, 1.09], [-1.59, -0.41, 1.08], [-1.05, -0.34, -1.11], [0.10, -1.14, -0.42], [2.93, 1.91, 0.25], [1.83, 1.06, -0.01], [1.86, -0.39, -0.74], [3.22, -1.56, 0.26], [-3.47, -1.56, 0.85], [-2.64, -1.62, -1.79], [-2.34, 1.20, -0.34], [-0.72, 1.63, 0.29], [0.58, -0.83, 1.59], [-0.35, -2.35, 1.24], [-2.00, 0.08, 2.09], [-0.66, 0.21, -1.90], [0.25, -2.23, -0.69], [2.64, 2.92, 0.42], [3.49, 1.66, -0.65], [3.57, 1.67, 1.09], [2.47, -0.17, -2.02]], "multiplicity": 3, "s_squared": 2.01, "homo_ev": [-5.047, -9.897], "e_lumo_ev": [0.844, -1.654]}

---

{"formula": "C29H35N4O", "method": "wB97M-V/def2-TZVPD", "symbols": ["C", "N", "C", "C", "C", "N", "C", "C", "O", "C", "C", "C", "C", "H", "H", "H", "H", "H", "H", "H", "H", "H", "H", "H", "H", "H", "H", "H", "H", "H", "H", "C", "N", "C", "C", "C", "C", "C", "N", "C", "C", "C", "C", "C", "C", "C", "C", "C", "C", "C", "C", "C", "H", "H", "H", "H", "H", "H", "H", "H", "H", "H", "H", "H", "H", "H", "H", "H", "H"], "xyz": [[-4.77, -3.88, -1.73], [-3.48, -3.94, -1.09], [-3.08, -5.18, -0.52], [-1.84, -5.10, 0.36], [-0.90, -4.01, -0.07], [0.46, -4.24, -0.11], [0.97, -5.62, -0.30], [2.47, -5.64, -0.05], [3.14, -4.70, -0.91], [2.74, -3.36, -0.59], [1.23, -3.16, -0.72], [-1.47, -2.79, -0.36], [-2.95, -2.73, -0.48], [-5.36, -3.03, -1.38], [-4.65, -3.76, -2.82], [-5.35, -4.79, -1.54], [-3.92, -5.58, 0.07], [-2.90, -5.90, -1.35], [-2.19, -4.87, 1.39], [-1.36, -6.09, 0.39], [0.50, -6.32, 0.40], [0.77, -5.97, -1.33], [2.65, -5.40, 1.02], [2.92, -6.61, -0.31], [3.04, -3.10, 0.44], [3.26, -2.73, -1.32], [0.98, -3.05, -1.79], [0.98, -2.22, -0.21], [-0.93, -1.86, -0.51], [-3.26, -1.87, -1.10], [-3.41, -2.57, 0.53], [4.16, 3.85, -3.40], [3.04, 3.73, -2.48], [2.73, 2.60, -1.78], [1.61, 2.85, -0.95], [1.02, 1.95, -0.04], [0.53, 2.37, 1.20], [0.61, 3.65, 1.81], [-0.10, 3.66, 2.97], [-0.25, 4.81, 3.84], [-0.66, 2.39, 3.19], [-0.25, 1.56, 2.12], [-0.67, 0.24, 2.10], [-1.65, -0.17, 3.02], [-2.06, 0.69, 4.06], [-1.50, 1.96, 4.21], [1.19, 4.22, -1.25], [2.12, 4.75, -2.18], [1.99, 6.01, -2.75], [0.85, 6.76, -2.40], [-0.09, 6.24, -1.50], [0.10, 4.99, -0.89], [4.02, 4.77, -3.98], [5.12, 3.90, -2.86], [4.18, 2.97, -4.06], [3.31, 1.69, -1.89], [1.01, 0.89, -0.27], [1.16, 4.53, 1.47], [-0.99, 4.55, 4.60], [0.71, 5.06, 4.33], [-0.57, 5.68, 3.26], [-0.22, -0.45, 1.38], [-2.09, -1.17, 2.94], [-2.83, 0.35, 4.76], [-1.71, 2.62, 5.06], [2.74, 6.38, -3.45], [0.71, 7.75, -2.83], [-0.98, 6.82, -1.26], [-0.58, 4.62, -0.13]], "charge": 1, "homo_ev": -9.223, "e_above_lowest_kj_mol": 167.00, "e_lumo_ev": -4.602}

---

{"formula": "C29H54F9NO5", "method": "wB97M-V/def2-TZVPD", "symbols": ["C", "C", "C", "C", "O", "C", "O", "C", "C", "N", "C", "C", "O", "C", "C", "C", "C", "C", "C", "C", "C", "C", "C", "C", "C", "O", "C", "C", "C", "F", "H", "H", "H", "H", "H", "H", "H", "H", "H", "H", "H", "H", "H", "H", "H", "H", "H", "H", "H", "H", "H", "H", "H", "H", "H", "H", "H", "H", "H", "H", "H", "H", "H", "H", "H", "H", "H", "H", "H", "H", "H", "H", "H", "H", "H", "H", "H", "H", "H", "H", "F", "C", "F", "C", "F", "F", "C", "O", "C", "F", "F", "C", "F", "F", "H", "H", "H", "H"], "xyz": [[1.06, -4.32, 0.51], [0.50, -5.80, 0.35], [-1.06, -5.88, 0.19], [-1.62, -5.12, -1.09], [-3.01, -4.85, -0.95], [-3.31, -3.63, -0.31], [-2.26, -3.03, 0.40], [-2.65, -2.51, 1.68], [-2.99, -3.69, 2.69], [-1.80, -4.28, 3.33], [-1.37, -1.75, 2.23], [-1.54, -1.20, 3.69], [-0.85, 0.06, 3.84], [-3.88, -1.53, 1.67], [-3.60, -0.08, 1.13], [-3.83, 0.99, 2.27], [-3.79, 2.47, 1.68], [-2.97, 3.48, 2.55], [-1.75, 4.13, 1.79], [-0.84, 3.03, 1.09], [-1.05, 3.09, -0.48], [0.25, 3.49, -1.28], [0.92, 2.15, -1.85], [0.35, 1.76, -3.27], [1.45, 1.84, -4.41], [0.93, 2.64, -5.48], [1.35, 3.99, -5.21], [-3.78, -2.60, -1.47], [-3.74, -3.24, -2.90], [-2.92, -1.48, -1.51], [0.66, -3.63, -0.26], [2.17, -4.40, 0.45], [0.82, -4.01, 1.56], [0.83, -6.42, 1.22], [0.97, -6.26, -0.56], [-1.30, -6.97, 0.00], [-1.64, -5.62, 1.11], [-1.53, -5.87, -1.92], [-0.99, -4.26, -1.39], [-4.24, -3.82, 0.30], [-3.64, -3.30, 3.52], [-3.57, -4.52, 2.21], [-1.02, -4.38, 2.69], [-1.98, -5.19, 3.73], [-1.07, -0.90, 1.57], [-0.48, -2.44, 2.25], [-1.02, -1.91, 4.39], [-2.58, -1.01, 4.01], [-0.12, 0.10, 3.20], [-4.20, -1.42, 2.74], [-4.79, -1.94, 1.15], [-2.63, 0.05, 0.59], [-4.40, 0.14, 0.37], [-3.06, 0.94, 3.08], [-4.83, 0.86, 2.76], [-4.86, 2.78, 1.55], [-3.39, 2.36, 0.64], [-2.60, 3.03, 3.51], [-3.68, 4.31, 2.84], [-1.10, 4.63, 2.56], [-2.11, 4.91, 1.08], [-1.01, 2.01, 1.51], [0.23, 3.29, 1.27], [-1.35, 2.06, -0.82], [-1.86, 3.81, -0.78], [0.97, 4.10, -0.69], [-0.04, 4.11, -2.18], [2.03, 2.34, -1.85], [0.70, 1.35, -1.10], [-0.46, 2.49, -3.54], [-0.13, 0.75, -3.23], [1.70, 0.82, -4.82], [2.39, 2.26, -3.98], [0.96, 4.31, -4.21], [2.46, 4.05, -5.28], [0.92, 4.70, -5.97], [-4.84, -2.30, -1.30], [-2.71, -3.45, -3.26], [-4.19, -2.53, -3.65], [-4.38, -4.16, -2.96], [6.31, 2.46, -2.29], [5.54, 1.45, -1.86], [4.38, 1.53, -2.55], [5.26, 1.52, -0.35], [4.54, 2.63, -0.06], [4.45, 0.47, -0.05], [6.47, 1.44, 0.61], [6.99, 2.66, 1.16], [7.95, 3.39, 0.44], [8.39, 2.68, -0.61], [9.00, 3.53, 1.27], [7.44, 4.78, 0.05], [6.35, 4.72, -0.72], [8.39, 5.44, -0.65], [6.03, 0.50, -2.12], [6.09, 0.91, 1.49], [7.26, 0.80, 0.22], [7.20, 5.37, 0.94]], "smiles": "CCCCO[C@@H](O[C@@](CN)(CCO)CCCCCCCCCCCCOC)[C@H](C)F.FC(F)C(F)(F)COC(F)(F)C(F)F", "homo_ev": -9.311, "e_lumo_ev": 0.417}

---

{"formula": "C4H3N", "method": "wB97M-V/def2-TZVPD", "symbols": ["C", "C", "C", "C", "N", "H", "H", "H"], "xyz": [[1.68, -0.31, -1.14], [-0.32, 0.62, 0.36], [0.76, 0.18, -0.51], [-0.27, -1.37, -0.13], [-0.94, -0.55, 0.62], [2.45, -0.79, -1.70], [-0.60, 1.49, 0.87], [-1.66, -0.70, 1.39]], "homo_ev": -6.829, "e_above_lowest_kj_mol": 614.22, "e_lumo_ev": -0.239}

---

{"formula": "C5H6OS", "method": "wB97M-V/def2-TZVPD", "symbols": ["C", "C", "C", "C", "C", "O", "S", "H", "H", "H", "H", "H", "H"], "xyz": [[-0.07, 1.17, 0.41], [-1.04, 0.31, 0.53], [1.21, 0.58, -0.29], [-1.42, -0.96, 0.56], [0.99, -0.83, -0.55], [1.09, -3.24, -0.49], [1.45, -2.12, 0.34], [-0.24, 2.13, 0.82], [1.40, 1.09, -1.20], [2.13, 0.85, 0.41], [-0.90, -1.59, 1.27], [-2.37, -1.21, 0.15], [0.36, -1.11, -1.37]], "homo_ev": -8.914, "e_above_lowest_kj_mol": 411.39, "e_lumo_ev": -0.254}

---

{"formula": "C4H7NO", "method": "wB97M-V/def2-TZVPD", "symbols": ["H", "N", "C", "C", "O", "C", "C", "H", "H", "H", "H", "H", "H"], "xyz": [[0.54, 1.53, 1.82], [0.15, 1.13, 0.98], [0.63, 0.17, 0.37], [1.94, 0.08, -0.35], [-0.11, -1.15, 0.25], [-1.44, -0.96, 0.17], [-1.99, -0.02, -0.61], [2.12, 0.98, -0.93], [2.73, -0.03, 0.39], [1.94, -0.78, -1.01], [-2.01, -1.48, 0.95], [-3.06, 0.13, -0.60], [-1.45, 0.40, -1.44]], "smiles": "[H]/N=C(\\C)OC=C", "homo_ev": -8.830, "e_above_lowest_kj_mol": 315.79, "e_lumo_ev": 0.924}